Molecular formula: C8F11NO4S3SbSe4W
Method: DFT, wB97M-V/def2-TZVPD

Output
Energy above the lowest of the compared OMol25 structures with the same formula, charge and spin, kcal/mol: 0.0
HOMO-LUMO gap (alpha / beta), eV: 6.03 / 6.03
HOMO (alpha / beta), eV: -5.55 / -5.56

Geometry as ORCA input:
```
! wB97M-V def2-TZVPD RIJCOSX def2/J DEFGRID3
* xyz -1 3
W 0.0168 -1.0029 -0.6016
Se -3.0865 -1.4377 3.2248
Sb -1.3225 -3.1220 3.1833
Se -1.6221 -2.6360 -1.3543
Se -0.3706 -3.3791 0.4202
Se -3.1476 -4.6823 3.2521
F 3.3338 -0.6896 4.0016
C 3.1048 -1.0303 2.7270
C 1.8426 -0.8419 2.1655
F 0.9009 -0.3184 2.9619
C 1.6113 -1.2139 0.8626
F -0.8553 -0.4397 0.9517
C 2.6612 -1.7433 0.1213
S 2.0447 -1.9827 -1.5002
C 3.9125 -1.9338 0.6545
F 4.9277 -2.4393 -0.0634
C 4.1318 -1.5725 1.9768
F 5.3381 -1.7460 2.5291
F -4.7531 2.0962 -2.5538
C -3.4760 2.1142 -2.1447
F -2.7621 2.7975 -3.0293
F -3.4283 2.7380 -0.9660
S -2.9434 0.3268 -1.9779
O 0.1980 -0.3060 -2.7405
O -2.8852 -0.1473 -3.3652
N -1.4588 0.6443 -1.3201
S -0.0974 1.0262 -2.1123
O 0.7941 0.9601 -0.8772
O -0.0053 2.1876 -2.9124
C -0.7626 4.1655 -0.4327
F -1.2713 4.5991 0.7077
F 0.5482 4.0605 -0.3538
F -1.1186 4.9486 -1.4349
*
```

Here are the Mulliken charges for atoms 1 to 4, given in e: 1.36, -0.38, 0.46, -0.21